61
Properties=species:S:1:pos:R:3:nbo_charge:R:1 method="wB97M-V/def2-TZVPD" lumo_ev=0.7 relative_energy_kcal_mol=4.02 gap_ev=8.3
Cd 0.10 -1.60 0.05 1.724
C -2.59 -4.30 -1.23 -0.727
C -1.49 -3.29 -0.76 0.774
O -0.96 -3.51 0.33 -0.793
O -1.08 -2.42 -1.50 -0.812
H -2.17 -4.84 -2.08 0.224
H -3.48 -3.87 -1.69 0.219
H -2.91 -4.99 -0.45 0.219
O 1.01 -1.15 1.64 -1.332
H 0.86 -1.82 2.34 0.456
C 0.36 3.78 1.69 -0.630
C 0.55 2.32 1.24 -0.058
C 2.07 2.08 0.90 -0.113
O 2.46 2.61 -0.38 -0.559
C 3.85 2.64 -0.47 -0.252
N 0.20 1.39 2.28 -0.882
H -0.67 3.88 2.02 0.220
H 0.58 4.44 0.85 0.219
H 1.09 4.20 2.38 0.210
H -0.11 2.08 0.40 0.173
H 2.60 1.14 1.06 0.201
H 2.55 2.63 1.72 0.161
H 4.25 1.63 -0.54 0.161
H 4.32 3.15 0.37 0.172
H 4.15 3.18 -1.37 0.192
H 0.69 0.54 2.06 0.431
H 0.72 1.80 3.04 0.352
C -2.54 -0.81 2.50 -0.635
C -2.72 -0.32 1.03 -0.057
C -3.55 0.97 0.86 -0.076
O -3.68 1.19 -0.49 -0.533
C -4.39 2.34 -0.72 -0.251
N -1.37 -0.10 0.51 -0.935
H -2.26 -1.84 2.72 0.238
H -3.48 -0.70 3.02 0.198
H -1.88 -0.07 2.96 0.226
H -3.17 -1.07 0.40 0.199
H -3.02 1.85 1.24 0.160
H -4.46 0.77 1.41 0.171
H -4.73 2.35 -1.76 0.194
H -3.86 3.25 -0.45 0.164
H -5.34 2.42 -0.19 0.166
H -1.58 0.52 -0.26 0.363
H -0.96 0.54 1.18 0.413
C 2.44 0.30 -3.05 -0.626
C 1.69 -0.74 -2.21 -0.090
C 2.54 -1.85 -1.60 -0.065
O 1.72 -2.67 -0.74 -0.590
C 2.40 -3.74 -0.13 -0.244
N 0.85 -0.04 -1.24 -0.896
H 1.76 1.06 -3.44 0.217
H 2.97 -0.11 -3.91 0.218
H 3.12 0.91 -2.46 0.211
H 0.99 -1.28 -2.83 0.214
H 3.39 -1.43 -1.07 0.172
H 3.00 -2.47 -2.37 0.186
H 2.78 -4.46 -0.85 0.169
H 1.72 -4.24 0.55 0.221
H 3.27 -3.35 0.41 0.175
H 1.27 0.84 -0.98 0.393
H 0.14 0.29 -1.88 0.377

=====

63
Properties=species:S:1:pos:R:3:nbo_charge:R:1 method="wB97M-V/def2-TZVPD" lumo_ev=-0.2 gap_ev=7.1
Cd 7.57 10.50 7.62 1.385
N 9.66 14.09 9.89 -0.720
C 9.42 13.53 8.50 -0.633
C 10.25 14.33 7.52 -0.640
P 9.96 11.79 8.59 2.342
O 11.32 12.11 9.47 -1.060
O 9.00 10.96 9.41 -1.184
O 10.24 11.19 7.27 -1.129
P 7.57 13.61 8.09 2.389
O 7.41 15.10 7.40 -1.002
O 6.84 13.55 9.38 -1.169
O 7.39 12.53 7.04 -1.195
H 9.71 15.14 9.88 0.432
H 10.58 13.69 10.18 0.467
H 8.92 13.72 10.57 0.478
H 11.31 14.12 7.59 0.230
H 10.08 15.39 7.61 0.214
H 9.87 13.99 6.55 0.268
H 12.01 11.40 9.40 0.535
H 6.55 15.50 7.62 0.516
O 5.95 11.05 9.41 -1.002
H 5.03 11.08 9.06 0.477
H 6.17 12.01 9.54 0.514
C 9.51 8.13 5.68 -0.629
C 8.82 7.28 6.80 -0.513
C 8.73 5.79 6.31 -0.617
C 9.77 7.27 8.01 -0.618
Si 7.09 8.03 7.32 1.044
C 6.40 7.36 9.01 -0.520
C 6.56 5.83 9.20 -0.615
C 4.91 7.75 9.25 -0.603
C 7.18 8.09 10.16 -0.625
C 5.76 7.81 5.96 -0.545
C 5.18 6.40 5.98 -0.619
C 4.59 8.81 6.14 -0.614
C 6.31 8.03 4.52 -0.609
H 10.45 7.60 5.46 0.195
H 9.82 9.14 5.98 0.240
H 8.98 8.25 4.73 0.209
H 9.71 5.54 5.92 0.200
H 8.00 5.69 5.51 0.199
H 8.49 5.05 7.08 0.207
H 10.79 6.94 7.67 0.196
H 9.45 6.58 8.80 0.204
H 9.93 8.23 8.51 0.218
H 5.97 5.24 8.50 0.205
H 6.24 5.58 10.20 0.200
H 7.60 5.52 9.09 0.204
H 4.26 7.23 8.55 0.197
H 4.71 8.81 9.22 0.203
H 4.58 7.42 10.23 0.202
H 8.25 8.19 9.98 0.212
H 7.06 7.52 11.07 0.193
H 6.84 9.09 10.37 0.234
H 4.62 6.17 6.92 0.206
H 5.89 5.62 5.74 0.208
H 4.46 6.37 5.15 0.196
H 4.00 8.76 7.07 0.214
H 3.89 8.64 5.34 0.198
H 4.93 9.86 6.03 0.207
H 6.96 7.24 4.13 0.209
H 6.83 8.98 4.37 0.213
H 5.40 8.04 3.86 0.196

=====

59
Properties=species:S:1:pos:R:3:lowdin_charge:R:1 method="wB97M-V/def2-TZVPD" lumo_ev="-12.7 / -12.7" gap_ev="4.5 / 4.5" total_charge=+3
I -5.74 3.81 -0.84 0.111
I -6.39 1.18 -1.60 0.099
Ce -1.50 0.77 -0.46 0.764
P -1.15 0.74 -3.00 0.646
C -1.45 -0.74 -3.83 -0.195
C -2.17 2.02 -3.60 -0.181
H -1.88 2.14 -4.64 0.098
H 0.67 1.38 -4.23 0.102
H -2.02 2.98 -3.05 0.094
H 0.78 2.14 -2.60 0.074
H -2.50 -1.07 -3.74 0.098
H -3.24 1.77 -3.53 0.074
C 0.54 1.21 -3.16 -0.182
H -1.22 -0.52 -4.87 0.093
H 1.23 0.43 -2.82 0.058
H -0.81 -1.57 -3.47 0.097
P -2.01 0.61 2.02 0.651
C -2.55 -0.92 2.62 -0.186
C -0.47 1.06 2.76 -0.177
H -2.87 2.84 1.89 0.091
H -3.25 1.93 3.39 0.100
H -4.17 1.62 1.88 0.082
C -3.19 1.86 2.31 -0.187
H -0.07 2.01 2.35 0.076
H -0.71 1.17 3.81 0.105
H -2.68 -0.75 3.69 0.098
H -1.83 -1.73 2.45 0.069
H 0.30 0.29 2.62 0.038
H -3.51 -1.23 2.18 0.101
C -2.14 -1.30 -0.64 -0.093
O -2.49 -2.52 -0.74 0.160
C 1.25 -2.22 2.65 -0.155
Si 1.22 -2.14 0.76 0.427
C 2.91 -2.79 0.17 -0.154
C 0.05 -3.53 0.26 -0.173
C 0.86 -0.44 -0.04 -0.390
Si 2.29 0.82 0.23 0.434
C 3.67 0.54 -1.04 -0.129
C 1.87 2.66 0.13 -0.161
C 3.15 0.65 1.91 -0.149
H 1.50 -3.25 2.94 0.070
H 0.28 -1.98 3.06 0.003
H 2.00 -1.55 3.06 0.026
H 3.05 -3.78 0.58 0.055
H 2.91 -2.83 -0.91 0.042
H 3.70 -2.14 0.53 0.022
H -0.91 -3.37 0.73 0.000
H -0.03 -3.57 -0.82 0.034
H 0.46 -4.47 0.62 0.070
H 1.00 -0.75 -1.15 0.013
H 3.31 0.74 -2.04 0.020
H 4.49 1.23 -0.82 0.064
H 4.05 -0.48 -0.99 0.033
H 1.13 2.94 0.88 0.013
H 2.79 3.22 0.32 0.069
H 1.50 2.95 -0.86 0.019
H 2.46 0.86 2.72 0.025
H 3.59 -0.33 2.02 0.028
H 3.96 1.39 1.95 0.064

=====

58
Properties=species:S:1:pos:R:3:nbo_charge:R:1 method="wB97M-V/def2-TZVPD" multiplicity=2 s2=0.7505 lumo_ev="2.6 / 2.6" relative_energy_kcal_mol=9.65 gap_ev="2.2 / 7.8" total_charge=-1
Zn -3.43 -7.30 -8.62 1.674
F -2.03 -6.40 -7.50 -0.927
C -2.79 -9.84 -5.82 -0.635
C -2.84 -10.25 -7.30 -0.023
O -3.54 -9.33 -8.10 -1.083
H -2.08 -10.41 -5.24 0.182
H -3.75 -10.06 -5.35 0.173
H -2.56 -8.78 -5.73 0.222
H -3.27 -11.25 -7.24 0.110
H -1.85 -10.47 -7.72 0.122
C -6.15 -7.87 -5.32 -0.643
C -6.23 -7.45 -6.86 0.106
C -7.38 -6.51 -7.05 -0.635
O -5.04 -6.74 -7.25 -0.774
H -7.08 -8.21 -4.86 0.205
H -5.75 -7.03 -4.75 0.194
H -5.42 -8.68 -5.33 0.237
H -6.29 -8.37 -7.44 0.206
H -7.26 -5.55 -6.55 0.205
H -8.26 -6.89 -6.54 0.201
H -7.61 -6.39 -8.11 0.217
H -4.82 -6.09 -6.57 0.492
C -5.19 -8.24 -12.44 -0.756
C -5.57 -7.36 -11.24 -0.019
C -7.07 -7.36 -10.96 -0.647
O -4.91 -7.81 -10.08 -0.778
H -4.16 -8.08 -12.75 0.205
H -5.81 -8.08 -13.33 0.209
H -5.31 -9.31 -12.25 0.182
H -5.15 -6.40 -11.51 0.151
H -7.70 -7.14 -11.81 0.215
H -7.28 -6.59 -10.22 0.207
H -7.43 -8.33 -10.59 0.192
H -5.26 -8.69 -9.98 0.493
C -0.44 -5.87 -10.42 -0.652
C -1.20 -7.00 -11.09 0.033
C -0.28 -7.95 -11.92 -0.663
O -1.91 -7.70 -10.09 -0.771
H -1.16 -5.24 -9.89 0.235
H 0.05 -5.14 -11.06 0.204
H 0.25 -6.28 -9.68 0.217
H -1.92 -6.67 -11.85 0.127
H 0.48 -8.53 -11.40 0.200
H 0.26 -7.29 -12.60 0.214
H -0.86 -8.66 -12.51 0.200
H -1.94 -8.61 -10.37 0.496
C -2.96 -3.04 -9.30 -0.678
C -4.00 -4.21 -8.94 0.109
C -5.48 -3.76 -9.16 -0.693
O -3.73 -5.39 -9.69 -0.918
H -3.11 -2.83 -10.36 0.198
H -1.92 -3.36 -9.18 0.221
H -3.07 -2.12 -8.73 0.201
H -3.89 -4.52 -7.90 0.187
H -5.75 -2.86 -8.60 0.196
H -6.22 -4.49 -8.85 0.207
H -5.75 -3.47 -10.18 0.210
H -3.60 -5.22 -10.63 0.438

=====

60
Properties=species:S:1:pos:R:3:nbo_charge:R:1 method="wB97M-V/def2-TZVPD" multiplicity=2 s2=0.7599 lumo_ev="-2.2 / -4.7" gap_ev="9.2 / 5.9" total_charge=+1
Sr -0.90 0.60 -0.26 1.811
O -2.84 0.26 1.43 -0.844
C -3.42 1.55 1.66 -0.096
C -3.41 2.54 0.44 -0.148
O -2.21 2.92 -0.19 -0.586
H -2.92 2.01 2.51 0.169
H -4.42 1.39 2.07 0.196
H -3.98 3.45 0.63 0.185
H -4.09 2.10 -0.29 0.204
C -0.44 -3.28 -2.83 -0.629
C -0.53 -1.84 -2.38 -0.098
C -1.22 -0.87 -3.29 -0.073
O -1.27 0.38 -2.58 -0.615
C -1.69 1.46 -3.39 -0.264
N -1.18 -1.98 -1.07 -0.863
H 0.38 -3.35 -3.54 0.229
H -1.45 -3.60 -3.11 0.214
H -0.34 -4.04 -2.06 0.221
H 0.52 -1.60 -2.22 0.192
H -2.21 -1.30 -3.42 0.189
H -0.81 -0.74 -4.29 0.207
H -2.66 1.35 -3.88 0.204
H -0.95 1.60 -4.18 0.178
H -1.54 2.36 -2.80 0.213
H -1.79 -2.75 -1.27 0.364
H -0.64 -2.55 -0.43 0.376
C 3.34 2.70 -0.78 -0.640
C 2.08 2.02 -0.21 -0.085
C 1.42 2.77 0.85 -0.090
O 0.48 1.89 1.38 -0.590
C -0.02 2.34 2.60 -0.267
N 1.11 1.83 -1.25 -0.889
H 3.91 1.92 -1.28 0.225
H 4.05 3.03 -0.02 0.231
H 3.13 3.63 -1.31 0.219
H 2.34 1.00 0.05 0.211
H 1.16 3.82 0.68 0.209
H 2.16 2.79 1.65 0.187
H -0.53 1.54 3.14 0.201
H -0.69 3.19 2.61 0.200
H 0.85 2.56 3.22 0.179
H 1.63 1.47 -2.04 0.374
H 0.85 2.75 -1.57 0.369
C 0.29 -1.93 3.91 -0.642
C 0.78 -1.48 2.50 -0.060
C 1.59 -2.62 1.76 -0.063
O 2.11 -2.10 0.52 -0.572
C 2.65 -3.00 -0.48 -0.247
N -0.42 -1.11 1.67 -0.912
H 0.10 -1.16 4.66 0.231
H 1.12 -2.37 4.47 0.221
H -0.56 -2.59 3.75 0.208
H 1.45 -0.64 2.68 0.196
H 0.86 -3.40 1.59 0.148
H 2.31 -3.06 2.46 0.190
H 1.89 -3.68 -0.87 0.171
H 3.58 -3.43 -0.10 0.196
H 2.92 -2.31 -1.29 0.187
H -0.89 -2.01 1.65 0.359
H -1.04 -0.47 2.14 0.406

=====

66
Properties=species:S:1:pos:R:3:nbo_charge:R:1 method="wB97M-V/def2-TZVPD" multiplicity=5 s2=6.0141 lumo_ev="2.2 / 2.1" relative_energy_kcal_mol=52.81 gap_ev="4.1 / 4.8" total_charge=-1
Cr 15.32 -21.76 0.81 1.134
P 14.57 -24.23 0.42 2.515
O 15.85 -25.02 0.00 -1.263
O 13.26 -25.02 0.26 -1.212
O 14.49 -23.02 -0.49 -1.201
O 14.83 -23.47 1.74 -1.213
C 12.91 -23.50 6.11 -0.623
C 13.19 -24.05 4.68 -0.044
O 13.88 -23.03 4.00 -0.827
H 12.47 -24.31 6.71 0.192
H 12.10 -22.78 6.08 0.195
H 13.82 -23.12 6.56 0.201
H 12.25 -24.28 4.19 0.159
H 13.85 -24.92 4.67 0.164
H 14.15 -23.31 3.08 0.523
C 18.25 -23.58 2.11 -0.614
C 18.28 -22.39 1.14 -0.050
C 19.75 -22.27 0.59 -0.068
O 19.92 -21.16 -0.32 -0.571
C 21.21 -20.79 -0.72 -0.239
N 17.30 -22.51 0.06 -0.878
H 19.01 -23.34 2.85 0.183
H 18.52 -24.48 1.57 0.229
H 17.30 -23.63 2.64 0.244
H 18.04 -21.51 1.74 0.177
H 19.92 -23.16 -0.03 0.163
H 20.60 -22.29 1.27 0.161
H 21.09 -20.23 -1.65 0.184
H 21.82 -21.64 -1.04 0.162
H 21.73 -20.20 0.04 0.161
H 17.19 -23.51 -0.08 0.451
H 17.74 -22.11 -0.76 0.354
C 14.95 -18.30 -1.73 -0.615
C 14.90 -18.97 -0.37 -0.067
C 13.49 -19.53 -0.02 -0.058
O 13.63 -20.50 1.01 -0.571
C 12.39 -20.92 1.59 -0.255
N 15.93 -20.02 -0.38 -0.814
H 14.88 -19.14 -2.43 0.205
H 15.91 -17.83 -1.96 0.212
H 14.08 -17.71 -1.99 0.212
H 15.15 -18.13 0.29 0.188
H 12.94 -19.89 -0.89 0.191
H 12.92 -18.74 0.48 0.170
H 12.44 -21.81 2.22 0.245
H 11.77 -21.19 0.74 0.195
H 12.01 -20.11 2.21 0.156
H 16.80 -19.55 -0.17 0.375
H 16.08 -20.33 -1.33 0.379
C 14.83 -19.16 3.99 -0.612
C 16.16 -19.85 3.48 -0.055
C 17.17 -20.07 4.55 -0.075
O 18.33 -20.63 4.00 -0.541
C 19.36 -20.76 5.05 -0.258
N 15.76 -21.14 2.87 -0.856
H 15.12 -18.26 4.54 0.195
H 14.25 -19.80 4.66 0.222
H 14.27 -18.81 3.12 0.218
H 16.50 -19.18 2.68 0.176
H 16.74 -20.70 5.33 0.172
H 17.32 -19.11 5.06 0.160
H 19.02 -21.42 5.84 0.181
H 19.66 -19.78 5.43 0.167
H 20.34 -21.07 4.69 0.197
H 14.90 -21.45 3.29 0.421
H 16.53 -21.76 3.08 0.392

=====

65
Properties=species:S:1:pos:R:3:nbo_charge:R:1 method="wB97M-V/def2-TZVPD" lumo_ev=0.7 relative_energy_kcal_mol=0.00 gap_ev=7.3
Ag 0.33 -0.66 0.01 0.852
C 3.04 -0.18 -2.18 -0.203
O 2.12 -0.89 -1.48 -1.040
H 3.91 -0.77 -2.52 0.117
H 2.64 0.29 -3.11 0.107
H 3.50 0.68 -1.62 0.094
C -2.57 2.75 -2.06 -0.628
C -2.30 1.34 -1.54 -0.074
C -2.75 0.26 -2.51 -0.053
O -4.15 0.17 -2.53 -0.535
C -4.61 -1.04 -3.05 -0.242
N -0.88 1.10 -1.24 -0.872
H -2.01 3.47 -1.46 0.210
H -3.61 3.06 -1.94 0.221
H -2.28 2.88 -3.10 0.206
H -2.88 1.16 -0.64 0.195
H -2.31 -0.69 -2.15 0.156
H -2.31 0.42 -3.51 0.162
H -5.69 -1.01 -3.11 0.195
H -4.31 -1.90 -2.42 0.157
H -4.19 -1.26 -4.04 0.165
H -0.59 1.88 -0.65 0.375
H -0.31 1.24 -2.07 0.374
C 0.79 2.37 3.03 -0.617
C 0.80 2.53 1.52 -0.061
C 1.55 3.76 1.08 -0.071
O 1.30 3.93 -0.32 -0.567
C 2.34 4.52 -1.05 -0.247
N 1.35 1.31 0.89 -0.919
H 0.15 1.54 3.32 0.219
H 0.33 3.26 3.47 0.208
H 1.81 2.25 3.38 0.220
H -0.23 2.69 1.16 0.170
H 2.63 3.64 1.24 0.176
H 1.19 4.64 1.63 0.172
H 1.90 5.08 -1.87 0.188
H 3.01 3.77 -1.48 0.177
H 2.95 5.18 -0.42 0.170
H 2.15 1.02 1.45 0.416
H 1.77 1.56 -0.01 0.385
C -2.63 -4.18 -0.68 -0.628
C -1.92 -2.97 -0.08 -0.081
C -1.73 -3.16 1.43 -0.056
O -1.07 -2.05 1.97 -0.544
C -0.27 -2.33 3.09 -0.244
N -0.63 -2.72 -0.70 -0.879
H -2.10 -5.08 -0.38 0.204
H -2.60 -4.14 -1.77 0.216
H -3.68 -4.26 -0.39 0.217
H -2.52 -2.05 -0.12 0.203
H -1.17 -4.10 1.61 0.159
H -2.69 -3.27 1.95 0.176
H 0.43 -3.15 2.93 0.168
H -0.89 -2.57 3.97 0.164
H 0.29 -1.42 3.32 0.202
H -0.03 -3.53 -0.74 0.380
H -0.70 -2.31 -1.62 0.391
C 3.67 -1.01 2.27 0.786
O 3.62 0.22 2.30 -0.701
N 3.36 -1.78 1.19 -0.858
N 4.07 -1.70 3.42 -0.858
H 3.07 -1.31 0.32 0.460
H 3.78 -2.69 1.17 0.380
H 4.14 -2.70 3.37 0.382
H 4.62 -1.14 4.04 0.405